{"formula": "C19H20CoI2N3O2Se2", "method": "ωB97M-V/def2-TZVPD", "total_energy_ev": -213100.303, "lumo_energy_ha": [-0.2478, -0.3260], "homo_lumo_gap_ev": [7.5537, 5.8321], "mol_weight_g_mol": 793.05, "charge": 2, "spin_multiplicity": 5, "elements": ["N", "C", "I", "I", "H", "C", "O", "C", "H", "N", "H", "C", "H", "C", "H", "C", "C", "C", "H", "C", "H", "O", "C", "H", "H", "H", "H", "H", "Se", "C", "H", "C", "H", "C", "C", "C", "H", "C", "H", "H", "C", "H", "Co", "H", "H", "Se", "C", "N", "C"], "coordinates": [[-2.95338, -3.78004, -0.54838], [-2.05098, 0.77126, -1.11958], [-5.23928, 0.71486, 3.53182], [0.63752, 0.52826, 4.90262], [4.18102, 1.68766, 0.84572], [-3.85168, 0.80156, 0.45572], [-1.79498, -5.69824, -0.53028], [0.08482, 3.54246, -2.15968], [2.70642, 2.40266, -2.92038], [-1.14218, 0.70636, -0.16298], [3.44292, 3.54856, -0.14678], [-3.42058, 0.83006, -0.85078], [0.33662, 4.53626, -2.52598], [3.30282, 2.42946, -2.00488], [-1.69098, 0.77146, -2.14048], [-0.48868, 0.62266, 2.11442], [4.46542, 0.83856, 0.23012], [0.64402, -4.48334, -0.20758], [-2.48268, 0.65046, 4.88582], [-3.23258, 0.69576, 2.89012], [2.81142, -1.90624, -0.10588], [0.72572, 0.56196, 1.74082], [1.87362, -2.44404, -0.18998], [4.44372, -0.06534, 0.83442], [-4.90718, 0.84236, 0.68172], [-3.81228, -4.30724, -0.60338], [-4.12158, 0.91876, -1.66518], [-3.00788, -2.77944, -0.53918], [0.96622, 3.27326, -0.43858], [-1.81418, -4.49104, -0.51098], [0.55672, -5.55884, -0.13518], [2.83372, 3.50646, -1.05248], [-1.24288, -1.73554, -0.76568], [-1.54448, 0.69036, 1.12872], [-2.91148, 0.72616, 1.49982], [-0.38868, -2.35194, -0.53088], [0.39982, 2.78256, -2.87008], [-2.22678, 0.65456, 3.83652], [5.46472, 0.97886, -0.17728], [2.88292, 4.48406, -1.53618], [-0.51148, -3.72944, -0.41818], [2.78372, -4.36714, 0.02502], [0.97322, 0.43136, -0.17268], [4.34302, 2.59696, -2.29798], [-0.98798, 3.47926, -1.99978], [3.21592, 0.61016, -1.24148], [1.85852, -3.82654, -0.10778], [0.77602, -1.71364, -0.39808], [-0.88598, 0.62276, 3.47132]], "forces_ev_per_a": [[-0.63, 0.26, -0.03], [-0.21, 0.05, -0.11], [0.89, -0.01, -0.21], [-0.62, 0.05, -0.40], [-0.01, -0.05, 0.01], [0.17, -0.01, -0.01], [0.07, -0.11, 0.02], [0.20, -0.01, 0.01], [0.08, -0.11, 0.13], [0.08, -0.23, 0.39], [-0.13, 0.04, -0.10], [0.13, 0.08, 0.10], [-0.03, -0.06, 0.02], [-0.07, -0.18, 0.12], [0.03, 0.01, -0.04], [0.63, -0.06, -0.25], [0.09, 0.12, 0.15], [-0.09, 0.28, -0.03], [0.00, -0.03, 0.05], [-0.92, 0.03, 0.49], [-0.05, -0.04, 0.03], [-0.78, 0.13, 0.74], [0.25, -0.30, -0.01], [-0.03, -0.02, -0.04], [-0.05, 0.01, 0.03], [0.04, 0.07, -0.02], [-0.06, -0.07, -0.08], [0.04, -0.06, 0.02], [0.38, -0.20, -0.09], [0.41, -0.19, -0.02], [-0.01, -0.02, -0.02], [-0.40, 0.03, 0.14], [-0.06, 0.07, 0.09], [-0.84, 0.07, -0.44], [0.57, 0.04, -0.69], [-0.20, -0.52, 0.01], [-0.05, 0.04, -0.06], [0.20, 0.03, 0.17], [-0.09, -0.03, -0.05], [0.01, -0.04, 0.06], [0.21, 0.10, 0.00], [0.01, -0.01, 0.06], [-0.08, 0.11, -0.94], [-0.09, -0.11, 0.07], [0.00, 0.02, 0.06], [0.42, 0.18, -0.45], [-0.07, 0.11, -0.02], [0.12, 0.61, 0.00], [0.56, -0.09, 1.14]]}



{"formula": "C5H6Cl2NO3", "method": "ωB97M-V/def2-TZVPD", "total_energy_ev": -37953.269, "lumo_energy_ha": [-0.0462, -0.1029], "homo_lumo_gap_ev": [8.2677, 7.2581], "mol_weight_g_mol": 199.01, "charge": 0, "spin_multiplicity": 2, "elements": ["Cl", "H", "H", "H", "C", "Cl", "H", "C", "C", "H", "O", "H", "O", "N", "C", "C", "O"], "coordinates": [[0.66791, 1.87653, -0.93831], [-0.38679, -1.89628, -0.67752], [-1.95725, 0.71911, -0.53405], [1.49038, -0.02282, 3.25970], [0.07634, 0.58542, 0.13295], [2.64166, -0.06706, 0.86827], [-1.60281, 1.78278, 0.78640], [-1.39144, 0.77587, 0.40514], [0.71330, 0.44131, 2.61750], [1.33313, -1.58740, -1.28783], [-0.21369, 1.05417, 3.10136], [-1.71747, 0.10621, 1.20633], [-1.38600, -1.03918, -2.79567], [-0.17905, -1.00747, -2.59326], [0.28825, -1.28013, -1.27050], [0.97440, 0.29411, 1.17199], [0.64914, -0.73517, -3.45250]], "forces_ev_per_a": [[0.03, -0.57, -0.30], [-0.01, 0.25, -0.35], [0.09, -0.48, 0.31], [-0.10, 0.17, -0.16], [0.08, 0.60, -1.04], [-0.55, 0.22, -0.12], [0.44, -0.07, -0.03], [-0.07, 0.12, 0.17], [-0.23, -0.26, 0.49], [-0.17, 0.49, 0.18], [0.19, -0.30, -0.45], [-0.19, -0.18, -0.51], [0.03, 0.01, 0.26], [-0.33, 0.54, -0.54], [0.18, 0.00, 1.43], [0.61, -0.43, 0.24], [-0.01, -0.10, 0.42]]}



{"formula": "C29H41F5P2STi", "method": "ωB97M-V/def2-TZVPD", "total_energy_ev": -96840.480, "lumo_energy_ha": [-0.1632, -0.1641], "homo_lumo_gap_ev": [5.3645, 5.3408], "mol_weight_g_mol": 626.52, "charge": 1, "spin_multiplicity": 2, "elements": ["H", "H", "H", "H", "C", "C", "F", "C", "C", "H", "C", "C", "C", "C", "P", "C", "H", "H", "H", "C", "C", "H", "C", "H", "H", "C", "H", "H", "H", "F", "H", "F", "C", "Ti", "H", "C", "S", "C", "H", "H", "H", "H", "C", "H", "H", "H", "C", "F", "H", "C", "H", "C", "H", "H", "H", "F", "H", "C", "H", "H", "H", "P", "H", "C", "C", "C", "C", "H", "H", "H", "H", "C", "C", "H", "H", "H", "C", "C", "H"], "coordinates": [[-4.60390, -1.57433, -0.18489], [-1.76498, -2.38972, 0.46835], [-2.02268, 1.11741, -1.44861], [2.13710, 3.75553, -2.45294], [2.88762, 0.18364, -2.63597], [-5.46763, 0.43835, -1.83406], [1.71178, -0.17663, 3.73405], [2.69818, 0.78905, -1.30191], [1.46367, 2.95695, -2.08558], [-2.59373, -4.80108, 0.49767], [-0.60565, -0.24783, -2.03025], [2.36940, 2.55155, 6.02639], [0.80302, 2.05051, 3.68798], [-1.31430, -1.47577, 0.97366], [-3.80059, -0.25860, -2.08888], [3.21146, 1.39418, 0.84053], [-2.77183, -3.47617, -3.47046], [4.97113, 2.13592, 1.70165], [0.56877, 3.51441, -1.63310], [4.40922, -0.65995, -0.05411], [0.09210, -1.85852, 1.21478], [5.38125, -0.29118, -0.40752], [0.93944, -2.28866, -1.17223], [1.70632, 4.52382, 0.30533], [0.19066, -1.74679, -3.08826], [2.43191, 3.85527, 0.80673], [3.64087, 0.76364, -3.19815], [3.59011, 2.16249, 2.79844], [-5.12093, -1.49802, -3.71259], [2.93484, 0.26157, 6.14956], [-3.81167, -4.59615, -2.52761], [0.44384, 4.41261, 3.58867], [0.97720, -2.32721, 0.33815], [0.16924, 2.60194, 0.11304], [-6.20010, -0.32861, -2.11145], [-1.36739, 0.31550, -1.04615], [-0.22692, 1.80447, 2.21618], [4.07831, 1.57583, 2.01678], [-4.23636, -4.71349, -0.18259], [-5.04936, -2.34742, -1.70955], [1.09647, 2.41315, -2.96698], [1.90420, -1.88888, -1.52024], [3.39163, 0.42389, -0.13659], [-0.55663, 0.31507, -2.96091], [-1.78802, -1.46080, 1.97459], [3.27582, -0.84236, -2.57443], [1.56516, 1.04398, 4.32329], [1.80281, 4.86899, 5.84669], [-3.73767, -3.60009, 1.11856], [0.98627, 3.33446, 4.22115], [4.43189, 0.62714, 2.43787], [-2.87072, -4.02702, -2.52618], [1.96424, 0.18068, -3.22483], [-1.84857, 0.62468, 1.06987], [0.41801, -1.70392, 2.24927], [3.08109, 2.79350, 7.14161], [2.27043, 3.90727, 1.89385], [-3.40556, -4.11989, 0.21235], [-1.09623, -2.25130, -1.97757], [4.56313, -1.00085, 0.97205], [1.96660, -2.61354, 0.72072], [-2.82973, -2.95703, -1.06807], [-2.03459, -4.74097, -2.46175], [-4.23242, -1.81466, -1.19458], [2.05896, 2.04639, -1.06135], [-1.81730, -0.17765, 0.30468], [2.28656, 1.26524, 5.50042], [-3.41597, -1.44053, -4.24871], [-2.91566, -0.33401, 0.16684], [3.42902, 4.30377, 0.62445], [0.95249, -3.35155, -1.46295], [-4.21905, -0.87112, -3.77202], [2.39020, 2.46145, 0.28715], [4.17307, -1.52319, -0.68148], [-5.60717, 0.70847, -0.78525], [-5.59891, 1.31800, -2.46726], [1.72436, 3.60708, 5.37041], [-0.15367, -1.63045, -2.04544], [-4.45394, -0.00192, -4.40033]], "forces_ev_per_a": [[0.26, -0.06, -0.25], [0.72, 1.67, 0.77], [1.01, 0.11, 0.68], [-0.39, -0.16, 0.39], [0.08, -0.38, -0.47], [-0.35, 0.24, 0.04], [-0.49, 0.94, 0.60], [-0.30, 1.01, 0.33], [-0.08, 0.08, -0.12], [-0.15, 0.12, -0.09], [-0.63, 1.38, 2.18], [0.08, 0.53, 0.32], [1.00, 0.56, -0.31], [-1.24, -0.65, 0.71], [-2.39, -0.68, -0.92], [-0.14, 0.53, -1.04], [-0.02, -0.10, 0.28], [-0.08, -0.05, 0.08], [0.24, 0.17, -0.96], [0.29, -0.34, -0.01], [0.99, 0.72, 0.29], [-0.10, -0.01, 0.05], [0.03, -0.59, -0.08], [0.03, 0.12, 0.09], [0.16, -0.46, 0.33], [0.45, 0.46, 0.31], [-0.26, -0.10, 0.15], [0.09, -0.08, 0.03], [0.26, 0.12, -0.13], [-0.63, 0.88, -0.93], [0.21, 0.00, -0.34], [0.16, -0.78, 0.39], [0.34, 1.22, -0.11], [2.25, -1.73, 0.17], [-0.09, 0.30, 0.09], [1.12, 0.92, -0.37], [0.21, -0.36, 1.41], [0.12, -0.12, 0.66], [0.00, -0.02, 0.21], [-0.03, 0.34, 0.10], [-0.05, 0.16, 0.35], [-0.24, -0.19, 0.33], [0.22, 0.01, 0.28], [0.00, -0.09, 0.04], [0.09, 0.10, -0.37], [-0.18, 0.34, -0.06], [-0.02, -0.65, -0.61], [0.00, -1.06, -0.40], [0.10, -0.02, -0.22], [-0.41, 0.60, -0.14], [-0.16, 0.23, -0.04], [-0.69, -0.58, -0.46], [0.13, -0.04, 0.03], [0.31, -0.38, -0.64], [0.01, -0.57, -0.30], [-0.57, -0.26, -0.85], [-0.05, -0.02, -0.35], [-0.28, -0.46, 0.10], [0.99, 0.63, 0.10], [-0.11, -0.07, -0.13], [-0.40, 0.04, -0.10], [-0.05, -0.84, -0.07], [-0.24, 0.25, 0.03], [-0.42, -0.65, -0.05], [0.01, 0.19, 0.08], [-0.85, -0.34, 0.18], [0.25, -0.32, 0.38], [-0.08, 0.12, 0.03], [0.64, 0.06, 0.19], [-0.51, 0.08, -0.09], [0.05, 0.22, -0.33], [0.02, -0.03, -0.47], [-0.70, -0.89, -0.14], [-0.09, 0.03, 0.17], [-0.08, 0.11, -0.08], [-0.13, 0.02, 0.13], [0.08, 0.06, 0.23], [0.54, -1.33, -1.30], [0.14, -0.21, 0.03]]}



{"formula": "C4H5ClO", "method": "ωB97M-V/def2-TZVPD", "total_energy_ev": -18794.447, "lumo_energy_ha": -0.0376, "homo_lumo_gap_ev": 8.5484, "mol_weight_g_mol": 104.54, "charge": 0, "smiles": "C/C(C=O)=C\\Cl", "elements": ["C", "Cl", "H", "C", "H", "H", "H", "C", "C", "H", "O"], "coordinates": [[0.17937, 1.19324, 0.04784], [-2.70137, -0.11665, -0.24021], [0.26630, 1.69926, 1.18193], [1.28497, -0.94554, 0.14317], [-1.48578, -1.85366, -0.17928], [-0.73723, 1.79517, -0.21337], [1.11158, -2.11458, 0.36998], [0.00406, -0.17677, 0.25222], [-1.18372, -0.80941, -0.04876], [0.93831, 1.48387, -0.76146], [2.32351, -0.15491, -0.55207]], "forces_ev_per_a": [[-0.88, 6.76, 1.88], [-0.91, 1.57, -0.23], [0.91, -0.95, -2.93], [3.11, 3.30, -4.50], [1.72, -0.15, 0.48], [0.41, -1.19, -0.11], [1.62, 2.51, -0.62], [-0.81, -3.97, -1.94], [1.28, -0.99, 0.98], [-0.73, -0.51, 1.98], [-5.71, -6.38, 4.99]]}